Entry 1:
# C6H10O

2 unconnected molecules or ions with the total composition C6H10O at a distorted geometry (ωB97M-V with the def2-TZVPD basis set, OMol25).

The spin multiplicity is 1. The maximum force is 1.01 eV Å⁻¹. The value obtained for the energy is -8429.707 eV. The total charge is 0. Its HOMO-LUMO gap is 10.26 eV.

Structure (XYZ):
```
17
Properties=species:S:1:pos:R:3:lowdin_charge:R:1
C -1.75276 -0.52681 0.03106 -0.087
C -1.34609 0.86784 -0.38396 -0.359
C -0.81656 1.83008 0.64034 -0.135
C 0.10520 1.25556 -0.40016 -0.135
C 1.89747 -1.95580 0.17100 -0.010
C 3.03953 -1.49972 -0.29204 -0.266
O 4.05446 -1.09737 -0.70265 0.165
H -2.77949 -0.54636 0.41458 0.073
H -1.09372 -0.90101 0.82438 0.071
H -1.69550 -1.22746 -0.81122 0.072
H -1.96163 1.30532 -1.16840 0.128
H -1.09214 2.87796 0.56355 0.094
H -0.71170 1.46990 1.66131 0.099
H 0.45974 1.91002 -1.19165 0.097
H 1.04069 -2.01625 -0.48841 0.059
H 0.82830 0.51108 -0.07543 0.068
H 1.82420 -2.25697 1.20770 0.066
```


Entry 2:
# C6H10O

C6H10O in the gas phase (ωB97M-V with the def2-TZVPD basis set, OMol25).

The spin multiplicity is 1. The maximum force is 0.31 eV Å⁻¹. The value obtained for the energy is -8429.683 eV. The total charge is 0. Its HOMO-LUMO gap is 10.18 eV.

Structure (XYZ):
```
17
Properties=species:S:1:pos:R:3:lowdin_charge:R:1
C -1.63528 -0.92840 -0.23754 -0.092
C -1.10950 -0.17317 0.94685 -0.158
C 1.77506 -1.25730 -0.55240 0.028
C 1.72525 0.02891 -0.23476 -0.267
O 1.02592 0.91718 -1.00169 -0.118
C 0.04701 1.69521 -0.29172 -0.188
C -0.46428 0.99367 0.94173 -0.120
H -2.73236 -0.89845 -0.22319 0.079
H -1.34679 -1.98520 -0.19032 0.077
H -1.28719 -0.52324 -1.19179 0.072
H -1.27848 -0.64810 1.91276 0.103
H 2.33771 -1.96327 0.04693 0.056
H 1.22005 -1.61922 -1.41273 0.066
H 2.22215 0.43914 0.64856 0.125
H -0.74405 1.87658 -1.02698 0.122
H 0.47768 2.66949 -0.02388 0.116
H -0.15613 1.41474 1.89663 0.101
```


Entry 3:
# C6H10O

C6H10O in the gas phase at a distorted geometry (ωB97M-V with the def2-TZVPD basis set, OMol25).

The spin multiplicity is 1. The maximum force is 3.93 eV Å⁻¹. The value obtained for the energy is -8425.637 eV. The total charge is 0. Its HOMO-LUMO gap is 8.79 eV.

Structure (XYZ):
```
17
Properties=species:S:1:pos:R:3:lowdin_charge:R:1
C -1.27874 -0.30648 0.91404 -0.074
C 0.27069 -0.35382 0.54536 -0.373
C 0.45899 -1.20182 -0.65340 -0.102
C -0.08486 0.00557 -1.69852 -0.074
C 0.87237 0.97250 -0.00806 -0.393
C 0.72866 0.90762 1.45873 0.005
H -1.24431 -0.74198 2.02048 0.120
H -1.99819 -0.76443 0.13057 0.094
H -1.50220 0.76708 1.01481 0.055
H 1.42702 -1.66999 -0.96357 0.117
H -0.41660 -1.88851 -0.69041 0.097
H -1.24854 -0.14411 -1.81316 0.136
H 0.45501 -0.08215 -2.59703 0.080
H 1.80314 0.66625 -0.41603 0.134
H 1.74422 0.80757 1.95374 0.115
H -0.05049 1.67450 1.82067 0.140
O 0.06382 1.35219 -1.01822 -0.077
```